C31H27CrN9O2SSe2 as an isolated structure, computed with ωB97M-V with the def2-TZVPD basis set.

XYZ file:
```
73
Properties=species:S:1:pos:R:3:forces:R:3
Cr -0.0692 -0.2717 -0.8076 0.4 0.7 -0.7
Se -4.5934 -5.5992 2.0078 -0.4 -0.5 0.2
N -3.3924 -4.5219 2.7604 -0.1 -0.1 0.1
C -3.0248 -3.6859 1.8394 0.2 0.4 -0.2
C -2.0713 -2.6017 2.0766 -0.2 -0.1 -0.1
C -1.5691 -2.2841 3.3359 -0.1 -0.2 0.1
C -0.7561 -1.1862 3.4596 0.0 0.1 0.1
C -0.4315 -0.4538 2.3240 0.1 0.1 -0.2
N -0.8551 -0.7718 1.1091 -0.5 -0.3 0.7
C -1.6956 -1.8176 0.9947 0.1 0.1 -0.2
C -2.2574 -2.0385 -0.3440 0.1 0.2 0.1
N -1.7736 -1.2542 -1.3159 -0.5 -0.4 0.3
C -2.3509 -1.2784 -2.5100 0.2 0.1 -0.3
C -3.4284 -2.1061 -2.7902 -0.1 -0.1 0.0
C -3.8755 -2.9831 -1.8230 -0.1 -0.1 -0.1
C -3.2751 -2.9610 -0.5711 0.0 -0.1 0.3
C -3.6466 -3.8461 0.5315 0.3 0.4 -0.2
N -4.5123 -4.8051 0.4151 -0.1 -0.1 0.1
H -1.8377 -2.8949 4.1885 0.0 0.0 0.0
H -0.3536 -0.8862 4.4172 0.0 0.0 0.0
H 0.2016 0.4173 2.3975 0.1 0.0 -0.1
H -1.8906 -0.6426 -3.2558 0.0 0.0 0.0
H -3.8793 -2.0755 -3.7731 0.0 0.0 0.0
H -4.6836 -3.6783 -2.0144 0.0 0.0 0.0
N 7.6776 -1.8987 -1.8029 -0.2 0.2 0.0
C 6.4292 -1.6516 -1.2156 0.1 0.0 0.0
C 5.2567 -2.0638 -1.8477 0.0 0.0 -0.1
C 4.0191 -1.8023 -1.2841 0.0 0.0 -0.1
C 3.9554 -1.1070 -0.0849 0.1 -0.1 0.1
C 5.1129 -0.6829 0.5593 -0.1 0.0 -0.1
C 6.3458 -0.9524 -0.0083 0.0 0.0 0.0
S 2.3945 -0.8671 0.6865 -0.1 0.2 0.3
O 2.6419 -0.7778 2.1111 0.0 0.2 -0.1
O 1.5194 -1.9443 0.2586 0.0 0.1 0.0
N 1.6453 0.4652 0.1095 0.6 0.2 1.0
C 2.0351 1.6898 0.6133 0.1 0.0 -0.2
N 3.3001 1.8625 1.0609 -0.2 -0.1 -0.1
C 3.6277 3.0645 1.5113 0.0 -0.2 -0.1
C 2.7525 4.1347 1.5281 -0.1 0.0 0.0
C 1.4833 3.8609 1.0416 -0.1 0.0 -0.1
N 1.1126 2.6702 0.6017 -0.1 -0.1 0.1
H 7.7007 -2.6530 -2.4656 0.0 -0.1 0.0
H 8.4583 -1.9031 -1.1701 0.0 -0.1 0.0
H 5.3162 -2.5961 -2.7933 0.0 0.0 0.1
H 3.0950 -2.1024 -1.7733 0.1 0.0 0.0
H 5.0220 -0.1434 1.4931 0.0 -0.1 -0.1
H 7.2581 -0.6241 0.4829 -0.1 0.0 0.0
H 4.6504 3.1743 1.8670 0.0 0.0 0.0
H 3.0376 5.1121 1.8914 0.0 0.0 0.0
H 0.7190 4.6338 1.0042 0.0 0.0 0.0
C -2.5184 2.1325 1.5743 0.0 -0.1 -0.1
N -3.0305 1.0780 0.7200 0.0 0.0 0.0
C -4.2192 0.4779 1.2793 0.1 0.0 0.0
C -3.2736 1.5490 -0.6337 0.1 0.0 -0.1
C -2.0823 2.1705 -1.3495 0.1 0.0 -0.1
C -2.3151 3.4653 -1.8374 0.0 0.0 0.0
C -1.3655 4.1549 -2.5733 0.0 -0.1 0.0
C -0.1552 3.5257 -2.8370 -0.1 0.0 0.0
C 0.0823 2.2477 -2.3471 0.0 0.1 0.1
C -0.8415 1.5211 -1.5710 -0.3 0.3 0.3
H -3.2259 2.9801 1.6502 0.0 0.0 0.0
H -1.5684 2.4976 1.1793 0.0 0.0 0.0
H -2.3518 1.7370 2.5801 0.0 0.0 0.0
H -5.0344 1.2117 1.4312 0.0 0.0 0.0
H -3.9885 0.0240 2.2488 0.0 0.0 0.0
H -4.5912 -0.3051 0.6114 0.0 0.0 0.0
H -4.0893 2.2970 -0.6206 0.0 0.0 0.0
H -3.6498 0.6985 -1.2082 0.0 -0.1 0.0
H -3.2726 3.9416 -1.6349 0.1 0.0 0.0
H -1.5719 5.1587 -2.9331 0.0 -0.1 0.0
H 0.6069 4.0272 -3.4266 0.0 0.0 0.0
H 1.0353 1.7875 -2.5730 0.0 -0.1 0.0
Se 0.8758 -1.0493 -2.7554 0.1 -0.2 -0.9
```
Forces are in eV/Å.

As for the energy above the lowest of the compared OMol25 structures with the same formula, charge and spin: 24.6 kcal per mole. For the largest force on an atom, the calculation gives 1.15 eV/Å. As for the spin multiplicity: 4. The total charge is -1. As for the HOMO energy (alpha / beta): -2.74 / -3.08 eV. The expectation value of S² is 3.874. As for the LUMO energy (alpha / beta): 0.0486 / 0.0489 Eh. The HOMO-LUMO gap (alpha / beta) is 4.0646 / 4.4102 eV.


C37H45BGeI4N6Na as an isolated structure, computed with ωB97M-V with the def2-TZVPD basis set.

XYZ file:
```
95
Properties=species:S:1:pos:R:3:forces:R:3
Na 0.3864 0.9997 0.7065 1.1 -0.1 -1.1
C -2.9605 0.8754 -3.2840 0.1 0.1 0.1
C -2.4298 1.8718 -2.2525 -0.1 0.0 -0.1
C -3.1076 3.2378 -2.4268 0.1 -0.1 0.0
C -2.6328 1.4053 -0.8399 -0.1 0.0 0.1
C -3.8547 1.0907 -0.2199 0.0 0.0 0.1
C -3.5268 0.8776 1.0988 -0.1 0.0 -0.2
N -2.2000 1.0576 1.2444 -0.5 -0.1 0.2
N -1.6453 1.3667 0.0485 -0.3 0.3 -0.4
B -1.5032 1.0777 2.6232 0.2 -0.1 -0.1
N -0.6559 -0.1971 2.8801 -0.2 -0.2 0.4
C -0.8797 -1.0526 3.8940 0.1 -0.1 0.0
C 0.1334 -1.9836 3.9104 -0.1 0.0 0.0
C 0.9720 -1.6112 2.8459 -0.1 0.0 0.2
N 0.4784 -0.5385 2.2268 0.2 -0.5 0.4
C 2.2793 -2.2612 2.4918 0.0 0.0 -0.2
C 2.0648 -3.7385 2.1445 0.1 0.1 0.1
C 3.0071 -1.5369 1.3652 0.0 0.0 0.1
N -0.6201 2.3277 2.8123 -0.3 0.2 0.4
C -0.7388 3.1809 3.8478 0.0 0.2 0.0
C 0.2445 4.1384 3.7378 0.0 -0.1 0.0
C 0.9517 3.7809 2.5766 -0.1 -0.1 0.0
N 0.4191 2.6916 2.0304 0.2 0.6 0.4
C 2.1410 4.4762 1.9862 0.1 0.1 0.1
C 1.8054 5.9379 1.6809 0.0 -0.1 0.0
C 3.3528 4.3731 2.9173 0.0 -0.1 -0.1
H -2.8987 1.3023 -4.2867 0.0 0.0 0.0
H -4.0021 0.6202 -3.0789 0.0 0.0 0.0
H -2.3680 -0.0386 -3.2693 -0.1 0.0 0.0
H -1.3590 2.0056 -2.4184 -0.1 -0.1 0.1
H -4.1728 3.1643 -2.2028 0.0 0.0 0.0
H -2.9945 3.5915 -3.4537 0.0 0.0 0.0
H -2.6691 3.9777 -1.7541 -0.1 0.0 0.0
H -4.8343 1.0391 -0.6643 0.0 0.0 0.0
H -4.1491 0.6239 1.9409 0.0 0.0 0.0
H -2.3546 1.1006 3.4639 -0.1 0.0 0.0
H -1.7314 -0.9304 4.5430 0.0 0.0 0.0
H 0.2591 -2.7994 4.6021 0.0 0.0 0.0
H 2.9033 -2.2166 3.3910 0.0 0.1 0.0
H 1.4105 -3.8257 1.2807 -0.1 -0.1 -0.1
H 1.6058 -4.2737 2.9768 0.0 0.0 0.0
H 3.0138 -4.2218 1.9043 0.0 0.0 0.0
H 2.4115 -1.5743 0.4502 0.0 0.0 0.0
H 3.9684 -2.0150 1.1699 0.0 0.0 0.0
H 3.1885 -0.4911 1.6230 0.0 0.0 0.0
H -1.5211 3.0690 4.5809 0.0 -0.1 0.0
H 0.4378 4.9553 4.4123 0.0 0.0 0.0
H 2.3900 3.9671 1.0524 -0.1 0.0 -0.1
H 1.5112 6.4645 2.5909 0.0 0.0 0.0
H 0.9757 6.0021 0.9764 0.0 0.0 0.0
H 2.6679 6.4527 1.2529 0.0 0.0 0.0
H 3.1013 4.7288 3.9181 0.0 0.0 0.0
H 4.1833 4.9703 2.5348 0.0 0.0 0.0
H 3.6899 3.3379 2.9976 0.0 0.0 0.1
I 3.2861 1.4784 -0.7202 -0.1 0.2 -0.2
C 2.8048 3.0563 -2.0831 -0.1 -0.1 0.0
I 0.8085 3.7897 -1.9588 0.3 0.2 0.2
H 2.9318 2.6581 -3.0815 0.0 0.0 0.0
H 3.4858 3.8750 -1.8922 0.0 0.0 0.0
I 2.0594 1.2119 5.0752 0.1 0.0 -0.1
I 4.5534 0.5238 4.4494 -0.1 0.0 0.1
C 0.8578 -0.1638 -5.7288 0.0 0.0 0.0
C 0.8456 0.7624 -4.6955 0.0 0.0 0.0
C 0.5136 0.3570 -3.4113 0.0 -0.1 0.1
C 0.1874 -0.9700 -3.1406 0.0 0.1 0.6
C 0.2026 -1.8904 -4.1864 -0.1 0.0 0.1
C 0.5263 -1.4875 -5.4745 0.0 0.0 -0.1
Ge -0.0750 -1.5975 -1.2541 -0.3 -0.9 -0.9
C 0.8136 -3.3747 -1.3542 0.0 0.4 0.2
C 2.1401 -3.4695 -1.7742 0.0 0.0 0.0
C 2.7698 -4.7010 -1.8603 0.1 0.0 0.0
C 2.0770 -5.8582 -1.5284 0.0 0.0 0.0
C 0.7514 -5.7788 -1.1277 0.0 0.0 0.0
C 0.1260 -4.5427 -1.0333 0.0 0.0 0.0
C -1.9242 -2.0579 -0.7100 0.4 0.3 0.0
C -2.9886 -2.1680 -1.5981 0.0 -0.1 0.0
C -4.2505 -2.5172 -1.1371 -0.1 0.0 -0.1
C -4.4612 -2.7628 0.2121 0.0 0.0 0.0
C -3.3982 -2.6793 1.1014 -0.1 0.0 0.0
C -2.1393 -2.3244 0.6411 0.1 0.0 0.0
H 1.1315 0.1463 -6.7295 0.0 0.0 0.0
H 1.0901 1.7990 -4.8977 0.0 0.0 0.0
H 0.4975 1.0801 -2.6018 0.1 -0.1 -0.1
H -0.0344 -2.9301 -3.9916 0.0 0.0 0.0
H 0.5282 -2.2103 -6.2809 0.0 0.0 0.0
H 2.6807 -2.5655 -2.0377 0.1 0.0 0.0
H 3.8039 -4.7599 -2.1775 0.0 0.0 0.0
H 2.5692 -6.8210 -1.5845 0.0 0.0 0.0
H 0.2035 -6.6789 -0.8775 0.0 0.0 0.0
H -0.9043 -4.4865 -0.7022 0.0 0.0 0.0
H -2.8327 -2.0052 -2.6580 0.0 0.0 0.0
H -5.0754 -2.5932 -1.8355 0.0 0.0 0.0
H -5.4493 -3.0215 0.5713 0.0 0.0 0.0
H -3.5472 -2.8851 2.1546 0.0 0.0 0.0
H -1.3093 -2.2715 1.3389 -0.1 0.0 0.0
```
Forces are in eV/Å.

As for the energy above the lowest of the compared OMol25 structures with the same formula, charge and spin: 10.8 kcal per mole. For the largest force on an atom, the calculation gives 1.56 eV/Å. As for the spin multiplicity: 2. As for the HOMO energy (alpha / beta): -7.64 / -8.41 eV. The expectation value of S² is 0.752. As for the LUMO energy (alpha / beta): -0.0496 / -0.0498 Eh. The HOMO-LUMO gap (alpha / beta) is 6.2927 / 7.0513 eV.


One molecule with the formula C23H32N4O, computed with ωB97M-V with the def2-TZVPD basis set.

XYZ file:
```
60
Properties=species:S:1:pos:R:3:forces:R:3
O -4.4462 -1.3058 0.8215 0.0 0.0 0.0
C -3.3688 -0.9715 0.3813 0.1 0.1 0.0
N -2.9546 0.3305 0.2916 0.4 0.2 -0.2
C -3.7035 1.4359 0.6649 -0.6 0.2 0.1
C -5.0515 1.5498 0.9421 0.2 -0.2 -0.1
C -5.2255 2.9043 1.2460 0.3 -0.1 -0.1
N -4.0893 3.5642 1.1629 -0.2 0.8 0.2
N -3.1569 2.6712 0.8105 -0.2 -0.4 0.0
C -1.7926 3.1284 0.6769 0.5 -0.1 -0.1
C -1.2687 3.0439 -0.7608 0.1 0.3 0.2
C 0.1662 3.5950 -0.7986 -0.2 -0.1 -0.1
N 1.0713 2.9238 0.1094 0.1 0.1 -0.1
C 1.4934 1.6032 -0.3247 0.2 0.1 0.2
C 2.7382 1.1442 0.4390 0.0 -0.1 -0.3
C 3.5948 0.1520 -0.3479 -0.4 0.0 0.1
C 2.8892 -1.1562 -0.7035 0.4 0.2 0.0
C 2.4686 -1.9964 0.5201 -0.1 0.0 0.0
C 2.9168 -3.4395 0.2370 -0.1 -0.1 0.0
C 3.2275 -3.4745 -1.2582 0.2 0.0 0.1
C 3.7957 -2.0858 -1.5213 -0.3 0.0 -0.1
C 0.5755 3.0050 1.4680 -0.1 -0.1 0.1
C -0.8369 2.4261 1.6466 0.1 0.3 -0.1
C -2.3527 -1.9535 -0.0984 0.1 -0.3 -0.1
C -2.3115 -3.1977 0.5247 -0.1 0.2 0.0
C -1.4138 -4.1609 0.1052 0.0 0.0 0.0
C -0.5616 -3.8979 -0.9547 0.0 0.0 0.0
C -0.6068 -2.6679 -1.5900 0.1 0.0 -0.1
C -1.4939 -1.6957 -1.1634 -0.1 0.1 0.1
H -2.0116 0.5053 -0.0190 -0.1 -0.2 0.1
H -5.7769 0.7657 0.9301 -0.1 -0.2 0.0
H -6.1281 3.4147 1.5165 -0.2 0.1 0.1
H -1.8439 4.1885 0.9546 0.0 -0.2 0.0
H -1.2660 2.0147 -1.1255 0.0 -0.1 -0.1
H -1.9102 3.6289 -1.4211 -0.1 0.0 0.0
H 0.5678 3.5232 -1.8118 0.0 0.1 0.0
H 0.1457 4.6524 -0.5166 0.0 0.0 -0.1
H 1.7462 1.6889 -1.3851 -0.1 -0.1 0.0
H 0.7039 0.8390 -0.2292 0.0 0.0 -0.1
H 2.4480 0.6940 1.3894 0.0 0.0 0.1
H 3.3401 2.0292 0.6536 0.0 0.0 0.1
H 4.4846 -0.0797 0.2429 0.1 -0.1 0.0
H 3.9293 0.6291 -1.2726 0.1 0.1 0.0
H 2.0017 -0.9275 -1.3001 0.0 0.0 0.0
H 1.3887 -1.9498 0.6647 0.0 0.0 0.1
H 2.9420 -1.6230 1.4278 0.0 0.1 0.1
H 3.8226 -3.6671 0.8004 0.0 -0.1 0.0
H 2.1546 -4.1648 0.5187 0.0 -0.1 0.1
H 3.9223 -4.2712 -1.5210 0.0 -0.1 -0.1
H 2.3107 -3.6130 -1.8320 -0.1 0.0 -0.1
H 3.8073 -1.8259 -2.5792 0.1 0.1 -0.1
H 4.8182 -2.0285 -1.1434 0.1 0.0 0.0
H 1.2736 2.4942 2.1309 0.0 0.1 0.1
H 0.5618 4.0643 1.7438 0.0 0.0 0.1
H -0.8110 1.3494 1.4695 0.0 -0.1 0.0
H -1.1737 2.5839 2.6719 0.0 -0.1 0.0
H -2.9972 -3.3896 1.3360 -0.1 0.0 0.1
H -1.3847 -5.1214 0.5976 0.0 -0.1 0.0
H 0.1282 -4.6563 -1.2936 0.1 -0.1 0.0
H 0.0443 -2.4668 -2.4282 0.1 0.0 -0.1
H -1.5409 -0.7549 -1.6958 0.0 0.1 0.0
```
Forces are in eV/Å.

As for the energy above the lowest of the compared OMol25 structures with the same formula, charge and spin: 32.4 kcal per mole. For the largest force on an atom, the calculation gives 0.84 eV/Å. As for the HOMO energy: -8.40 eV. Its SMILES is O=C(Nc1ccnn1C1CCN(CCCC2CCCC2)CC1)c1ccccc1. As for the LUMO energy: 0.0194 Eh. The HOMO-LUMO gap is 8.9249 eV.